{"formula": "C28H72O12", "method": "ωB97M-V with the def2-TZVPD basis set", "symbols": ["C", "C", "C", "O", "H", "H", "H", "H", "H", "H", "H", "H", "C", "C", "C", "O", "H", "H", "H", "H", "H", "H", "H", "H", "C", "C", "C", "O", "H", "H", "H", "H", "H", "H", "H", "H", "C", "C", "C", "O", "H", "H", "H", "H", "H", "H", "H", "H", "C", "O", "C", "C", "O", "C", "H", "H", "H", "H", "H", "H", "H", "H", "H", "H", "C", "O", "C", "C", "O", "C", "H", "H", "H", "H", "H", "H", "H", "H", "H", "H", "C", "O", "C", "C", "O", "C", "H", "H", "H", "H", "H", "H", "H", "H", "H", "H", "C", "O", "C", "C", "O", "C", "H", "H", "H", "H", "H", "H", "H", "H", "H", "H"], "coordinates": [[0.26, -3.46, 3.10], [1.00, -2.98, 1.87], [1.47, -4.12, 0.96], [0.03, -2.28, 1.08], [0.97, -3.96, 3.80], [-0.57, -4.09, 2.84], [-0.02, -2.64, 3.75], [1.82, -2.24, 2.09], [1.68, -3.69, -0.05], [0.71, -4.89, 0.93], [2.42, -4.51, 1.31], [-0.13, -1.42, 1.49], [4.36, 0.34, 1.64], [5.45, -0.62, 2.00], [6.45, -0.81, 0.90], [6.00, -0.13, 3.18], [3.89, -0.01, 0.71], [4.79, 1.36, 1.40], [3.63, 0.54, 2.44], [4.99, -1.62, 2.23], [7.10, -1.67, 1.08], [7.14, 0.06, 0.71], [5.87, -0.96, -0.03], [6.85, -0.60, 3.36], [-2.75, -4.52, -0.48], [-3.37, -4.33, 0.93], [-3.52, -5.60, 1.71], [-2.59, -3.42, 1.69], [-3.02, -3.68, -1.20], [-3.07, -5.47, -0.85], [-1.70, -4.45, -0.44], [-4.33, -3.85, 0.76], [-4.01, -6.33, 1.11], [-4.05, -5.38, 2.64], [-2.57, -6.06, 1.92], [-1.98, -3.08, 1.06], [-0.55, 2.29, 0.99], [0.46, 1.52, 1.87], [0.88, 2.22, 3.13], [0.03, 0.24, 2.30], [-1.53, 2.17, 1.51], [-0.50, 1.92, -0.01], [-0.47, 3.45, 0.96], [1.32, 1.28, 1.23], [1.66, 1.51, 3.59], [0.06, 2.26, 3.82], [1.28, 3.24, 3.04], [-0.52, 0.30, 3.08], [-1.73, 3.86, -7.44], [-1.71, 3.76, -6.05], [-0.59, 4.35, -5.44], [-0.29, 3.44, -4.24], [0.41, 4.26, -3.33], [0.31, 3.90, -2.00], [-0.90, 3.27, -7.89], [-1.57, 4.92, -7.61], [-2.72, 3.54, -7.80], [-0.93, 5.37, -5.14], [0.27, 4.32, -6.15], [0.41, 2.59, -4.59], [-1.20, 3.01, -3.83], [-0.75, 3.88, -1.68], [0.84, 4.70, -1.42], [0.83, 2.94, -1.87], [2.31, -1.08, -1.42], [2.78, 0.26, -1.50], [3.42, 0.63, -2.68], [4.21, 1.86, -2.35], [5.08, 2.18, -3.46], [5.87, 3.34, -3.16], [2.19, -1.28, -0.35], [3.01, -1.75, -1.91], [1.34, -1.13, -1.90], [2.73, 0.79, -3.52], [4.14, -0.16, -2.95], [4.79, 1.53, -1.45], [3.59, 2.73, -2.14], [6.82, 3.25, -2.61], [5.28, 4.11, -2.55], [6.10, 3.96, -4.07], [-4.59, 0.99, -2.02], [-3.42, 0.26, -2.31], [-2.36, 0.49, -1.46], [-1.28, -0.48, -1.81], [-0.59, -0.09, -2.99], [-1.28, -0.40, -4.17], [-4.87, 0.90, -1.00], [-5.36, 0.61, -2.65], [-4.40, 2.01, -2.34], [-2.57, 0.28, -0.41], [-2.04, 1.57, -1.55], [-1.74, -1.50, -1.96], [-0.47, -0.64, -1.02], [-1.33, -1.47, -4.23], [-0.61, -0.04, -5.00], [-2.34, 0.00, -4.26], [-5.72, 0.58, 4.85], [-4.99, -0.03, 3.83], [-4.10, -1.05, 4.26], [-2.67, -0.79, 3.82], [-1.98, 0.21, 4.54], [-1.58, -0.33, 5.78], [-6.62, 0.04, 5.11], [-5.96, 1.69, 4.65], [-5.05, 0.57, 5.72], [-4.45, -1.95, 3.76], [-4.20, -1.27, 5.36], [-2.75, -0.45, 2.80], [-2.03, -1.65, 3.77], [-2.41, -0.72, 6.38], [-1.16, 0.52, 6.30], [-0.79, -1.06, 5.60]], "lowdin_charge": [-0.049, -0.466, -0.041, -0.109, 0.092, 0.065, 0.052, 0.146, 0.077, 0.079, 0.072, 0.044, -0.059, -0.556, -0.063, -0.050, 0.055, 0.105, 0.073, 0.141, 0.075, 0.100, 0.083, 0.106, -0.026, -0.480, -0.054, -0.062, 0.096, 0.066, 0.049, 0.126, 0.070, 0.085, 0.080, 0.029, -0.032, -0.471, -0.053, -0.072, 0.093, 0.025, 0.111, 0.135, 0.105, 0.065, 0.090, 0.055, -0.115, -0.225, -0.204, -0.187, -0.205, -0.140, 0.099, 0.080, 0.092, 0.143, 0.131, 0.150, 0.114, 0.084, 0.104, 0.087, -0.069, -0.215, -0.235, -0.191, -0.179, -0.131, 0.072, 0.091, 0.066, 0.133, 0.130, 0.132, 0.117, 0.079, 0.096, 0.088, -0.075, -0.200, -0.257, -0.193, -0.214, -0.123, 0.076, 0.084, 0.095, 0.122, 0.131, 0.139, 0.124, 0.070, 0.102, 0.110, -0.131, -0.177, -0.187, -0.200, -0.203, -0.094, 0.075, 0.116, 0.078, 0.120, 0.130, 0.122, 0.098, 0.088, 0.091, 0.087], "orbital_gap_ev": 10.03, "spin_multiplicity": 1, "largest_force_ha_per_bohr": 0.051}